30
Properties=species:S:1:pos:R:3 method="wB97M-V/def2-TZVPD" homo_energy_ev=-11.0423 lumo_energy_ev=0.8 e_above_lowest_kcal_mol=2.8 homo_lumo_gap_ev=11.843
C -3.0204 -0.9330 -2.1619
C -2.4727 0.2064 -3.0218
C -1.6563 1.0260 -2.0146
C -1.0381 -0.0234 -1.0546
C -1.7983 -1.3464 -1.3320
H -3.4485 -1.7681 -2.7490
H -3.8176 -0.5434 -1.5000
H -3.2583 0.7996 -3.5283
H -1.8084 -0.2095 -3.8036
H -2.3410 1.6909 -1.4538
H -0.8902 1.6622 -2.4979
H -1.1596 0.2922 -0.0006
H 0.0451 -0.1482 -1.2459
H -1.1654 -2.0235 -1.9374
H -2.0709 -1.8820 -0.4024
C -7.5978 4.2187 1.7833
C -7.8292 3.1743 2.8757
C -6.4422 3.0464 3.5183
C -5.8480 4.4780 3.4727
C -6.7560 5.2794 2.5040
H -8.5321 4.6264 1.3516
H -7.0158 3.7649 0.9582
H -8.2216 2.2115 2.4956
H -8.5565 3.5672 3.6119
H -5.8239 2.3632 2.9048
H -6.4801 2.6352 4.5454
H -4.8020 4.4553 3.1110
H -5.8464 4.9403 4.4785
H -7.4297 5.9412 3.0816
H -6.1763 5.9149 1.8071